Entry 1:
{"formula": "C45H114BN6O26", "method": "wB97M-V/def2-TZVPD", "homo_lumo_gap_ev": 8.253, "multiplicity": 1, "max_force_ha_per_bohr": 0.0944, "total_charge": -1, "total_energy_ha": -4092.3119, "species": ["O", "C", "O", "B", "O", "C", "O", "O", "C", "O", "C", "O", "O", "C", "O", "H", "H", "H", "H", "C", "O", "H", "H", "H", "H", "C", "O", "H", "H", "H", "H", "C", "O", "H", "H", "H", "H", "C", "O", "H", "H", "H", "H", "C", "O", "H", "H", "H", "H", "C", "O", "H", "H", "H", "H", "C", "O", "C", "C", "N", "C", "C", "O", "C", "H", "H", "H", "H", "H", "H", "H", "H", "H", "H", "H", "H", "H", "H", "H", "C", "O", "C", "C", "N", "C", "C", "O", "C", "H", "H", "H", "H", "H", "H", "H", "H", "H", "H", "H", "H", "H", "H", "H", "C", "O", "C", "C", "N", "C", "C", "O", "C", "H", "H", "H", "H", "H", "H", "H", "H", "H", "H", "H", "H", "H", "H", "H", "C", "O", "C", "C", "N", "C", "C", "O", "C", "H", "H", "H", "H", "H", "H", "H", "H", "H", "H", "H", "H", "H", "H", "H", "C", "O", "C", "C", "N", "C", "C", "O", "C", "H", "H", "H", "H", "H", "H", "H", "H", "H", "H", "H", "H", "H", "H", "H", "C", "C", "C", "O", "C", "N", "H", "H", "H", "H", "H", "H", "H", "H", "H", "H", "H"], "xyz": [[0.829, 2.601, -17.393], [1.808, 1.995, -17.791], [1.777, 0.746, -18.331], [3.134, 0.310, -18.649], [3.949, 1.521, -18.402], [3.250, 2.548, -17.901], [3.639, 3.734, -17.716], [3.316, -0.376, -19.912], [3.885, -1.531, -19.743], [4.111, -2.359, -20.613], [4.021, -1.791, -18.289], [3.615, -0.733, -17.684], [4.456, -2.832, -17.803], [-0.344, -0.604, -15.719], [-0.087, 0.416, -14.781], [-1.418, -0.771, -15.650], [-0.051, -0.340, -16.735], [0.155, -1.540, -15.466], [-0.669, 1.159, -14.954], [3.330, 7.231, -17.057], [4.401, 8.034, -16.550], [3.224, 7.235, -18.142], [3.507, 6.196, -16.767], [2.381, 7.533, -16.614], [4.067, 8.915, -16.368], [6.527, -4.606, -21.175], [7.274, -5.407, -22.020], [5.659, -5.196, -20.882], [7.063, -4.463, -20.236], [6.218, -3.692, -21.683], [7.466, -6.264, -21.631], [1.126, 5.627, -19.445], [1.140, 6.780, -20.195], [0.274, 5.360, -18.819], [1.475, 4.709, -19.917], [1.968, 5.762, -18.766], [0.807, 7.551, -19.730], [4.368, 4.427, -13.909], [5.172, 5.623, -14.067], [4.249, 4.019, -14.912], [4.880, 3.809, -13.171], [3.372, 4.705, -13.567], [4.863, 6.209, -14.762], [7.481, 0.727, -16.852], [7.975, 1.089, -15.594], [8.393, 0.866, -17.433], [7.387, -0.338, -17.067], [6.665, 1.368, -17.185], [8.634, 0.477, -15.260], [4.695, -6.312, -16.068], [3.718, -6.476, -15.132], [5.730, -6.213, -15.742], [4.586, -7.168, -16.733], [4.477, -5.454, -16.704], [2.949, -6.015, -15.475], [1.130, 1.682, -22.231], [0.194, 0.633, -22.154], [-0.153, 0.387, -20.860], [-1.563, -0.319, -20.829], [-2.678, 0.472, -21.350], [-3.915, -0.279, -21.144], [-5.106, 0.499, -21.699], [-4.804, 0.766, -23.088], [-5.505, 1.718, -23.752], [0.726, 2.601, -21.805], [1.342, 1.969, -23.261], [2.135, 1.447, -21.880], [-0.081, 1.299, -20.268], [0.721, -0.115, -20.445], [-1.779, -0.517, -19.779], [-1.649, -1.228, -21.425], [-2.529, 0.812, -22.289], [-4.274, -0.435, -20.127], [-3.920, -1.291, -21.550], [-5.243, 1.346, -21.027], [-5.957, -0.151, -21.493], [-5.347, 1.678, -24.830], [-5.092, 2.700, -23.519], [-6.579, 1.600, -23.612], [-3.635, 7.356, -26.151], [-2.873, 7.358, -24.954], [-2.708, 6.058, -24.358], [-2.140, 6.207, -22.904], [-1.336, 5.035, -22.366], [-2.281, 3.926, -22.033], [-3.266, 4.318, -20.929], [-2.621, 4.735, -19.716], [-2.249, 3.663, -18.811], [-3.744, 8.426, -26.332], [-4.597, 6.854, -26.053], [-3.052, 6.902, -26.953], [-1.863, 5.575, -24.849], [-3.507, 5.332, -24.508], [-2.867, 6.584, -22.184], [-1.319, 6.907, -23.059], [-0.955, 5.332, -21.480], [-1.833, 2.991, -21.694], [-2.819, 3.742, -22.963], [-3.972, 3.503, -20.770], [-3.967, 5.081, -21.269], [-1.309, 3.226, -19.148], [-3.009, 2.894, -18.672], [-1.967, 4.053, -17.833], [9.286, 4.132, -15.849], [8.720, 5.118, -16.739], [7.569, 4.479, -17.339], [6.747, 5.625, -17.982], [7.619, 6.422, -18.917], [8.115, 5.596, -19.990], [9.037, 6.375, -20.903], [10.024, 6.963, -20.039], [11.066, 7.665, -20.727], [10.231, 4.388, -15.369], [9.556, 3.163, -16.269], [8.528, 4.107, -15.067], [6.891, 4.011, -16.626], [7.935, 3.728, -18.040], [6.179, 6.147, -17.213], [5.945, 5.182, -18.573], [6.847, 6.924, -19.332], [7.350, 5.283, -20.700], [8.465, 4.640, -19.601], [8.501, 7.091, -21.527], [9.476, 5.657, -21.595], [11.823, 7.949, -19.996], [10.704, 8.625, -21.096], [11.475, 7.131, -21.585], [4.029, 4.781, -22.713], [5.175, 4.273, -22.053], [4.876, 2.979, -21.489], [4.734, 1.917, -22.583], [5.943, 1.828, -23.383], [7.160, 1.351, -22.845], [7.127, -0.232, -22.480], [8.339, -0.432, -21.842], [8.547, -1.722, -21.206], [4.514, 5.555, -23.308], [3.319, 5.296, -22.066], [3.604, 4.132, -23.479], [4.042, 2.943, -20.789], [5.735, 2.717, -20.872], [3.923, 2.189, -23.259], [4.451, 0.948, -22.173], [5.993, 2.682, -23.920], [7.406, 1.978, -21.988], [7.946, 1.700, -23.515], [7.027, -0.934, -23.309], [6.230, -0.422, -21.890], [9.515, -1.652, -20.711], [8.722, -2.344, -22.084], [7.797, -2.194, -20.572], [0.740, 4.085, -13.992], [1.101, 4.033, -12.629], [1.029, 2.690, -12.056], [1.495, 2.710, -10.523], [2.931, 3.188, -10.273], [3.131, 3.519, -8.886], [4.430, 4.279, -8.524], [4.685, 5.570, -9.040], [6.079, 5.929, -9.029], [-0.283, 3.714, -14.053], [1.364, 3.425, -14.595], [0.696, 5.105, -14.372], [1.692, 2.006, -12.586], [-0.025, 2.457, -12.207], [1.558, 1.670, -10.204], [0.787, 3.232, -9.879], [3.064, 4.051, -10.781], [3.068, 2.574, -8.346], [2.322, 4.105, -8.450], [5.145, 3.464, -8.642], [4.535, 4.483, -7.458], [6.367, 6.068, -7.987], [6.254, 6.796, -9.666], [6.759, 5.224, -9.507], [6.051, -3.279, -14.453], [7.112, -2.414, -15.156], [8.441, -2.231, -14.306], [9.027, -0.949, -14.574], [10.181, -0.719, -13.792], [7.371, -3.213, -16.359], [5.125, -3.161, -15.015], [5.743, -3.012, -13.442], [6.396, -4.313, -14.463], [6.762, -1.401, -15.355], [9.160, -3.048, -14.368], [8.183, -2.122, -13.252], [9.967, -0.699, -12.724], [10.539, 0.232, -14.188], [10.911, -1.526, -13.863], [8.022, -2.748, -16.975], [6.505, -3.270, -16.875]], "atomic_forces_ev_per_a": [[1.51, -0.97, -0.51], [-1.88, 0.25, -0.03], [-0.02, 1.20, 0.54], [0.40, -0.05, 1.39], [0.43, 1.36, -0.01], [1.38, 2.37, -0.51], [-1.42, -4.62, -0.43], [-0.44, 1.83, -0.94], [-0.06, -2.91, -2.62], [0.01, 1.51, 1.00], [1.43, -2.20, 1.29], [-0.56, 0.75, 1.44], [-0.66, 1.57, -0.45], [-0.89, 0.00, -0.11], [0.89, 0.16, 0.56], [-0.17, -0.50, -0.57], [-0.02, 0.14, -0.06], [0.20, 0.28, 0.36], [0.07, -0.02, -0.21], [-0.05, -0.13, 0.44], [-0.17, -0.27, -0.21], [0.29, 0.34, -0.11], [0.09, -0.01, -0.01], [-0.15, 0.01, 0.00], [0.04, -0.01, -0.06], [-0.90, -0.86, 1.22], [1.32, -0.50, -1.73], [-0.63, 0.50, 0.06], [0.10, 0.77, 0.08], [0.19, -0.13, 0.21], [-0.15, 0.18, 0.18], [1.88, -0.92, 2.54], [-0.82, 0.80, -2.15], [-0.54, 0.42, -0.38], [-0.48, 0.30, -1.15], [-0.09, -0.44, 0.79], [-0.06, -0.34, 0.30], [0.06, 1.74, -0.87], [0.37, -0.32, 0.77], [0.13, -0.83, 0.22], [-0.11, -0.15, -0.37], [-0.04, -0.17, 0.34], [-0.31, -0.18, -0.14], [2.61, -0.04, -0.83], [-1.48, 1.20, 1.17], [-0.31, 0.69, -1.44], [-1.13, -0.33, 0.66], [0.02, -0.30, 0.20], [-0.44, -0.47, -0.34], [0.63, -0.10, -2.79], [-1.31, 0.28, 2.20], [-0.26, -0.14, 0.61], [0.77, -0.26, -0.41], [0.29, 0.34, 0.00], [-0.09, -0.07, 0.34], [0.28, 0.54, -1.10], [0.33, 1.12, -2.42], [-0.65, -0.89, 0.96], [0.90, 0.82, 0.04], [-0.23, 0.27, 1.84], [-0.77, 1.05, -1.06], [1.17, -0.62, -0.35], [0.59, -1.87, 1.67], [-0.67, 1.30, -0.83], [0.07, 0.05, 0.54], [-0.49, -0.40, -0.39], [-0.15, -0.30, 0.83], [-1.01, 0.49, 0.16], [-0.56, -1.24, 0.60], [-0.02, -0.28, 0.03], [1.11, -0.64, 0.32], [-0.26, -0.45, -0.14], [1.01, 0.25, 0.69], [0.30, -0.26, -0.51], [0.09, 0.79, -0.65], [-0.57, -0.01, -0.84], [0.22, -0.67, -0.11], [-0.61, 0.53, 0.49], [-0.22, 0.48, 0.24], [0.84, 0.50, 0.54], [-0.74, -1.15, 0.99], [1.98, -0.30, 0.48], [1.23, -0.22, -0.47], [-1.95, -0.60, -0.58], [-0.07, 0.95, 0.27], [-0.36, -0.38, 0.05], [-0.54, -0.58, 0.24], [0.75, 0.48, -0.64], [-0.38, -0.16, -0.45], [-0.11, 0.01, 0.09], [-0.08, -0.11, -0.26], [0.20, -0.17, -0.42], [-0.79, 0.57, 0.21], [-0.04, 0.14, -0.11], [-0.43, 0.67, 0.22], [0.31, 0.35, 0.09], [0.63, 0.14, -0.31], [-0.23, -0.41, 0.09], [0.24, -0.59, 0.42], [0.43, 0.66, 0.22], [-0.11, -0.46, -0.27], [-0.18, 0.07, -0.30], [-0.43, 0.53, -0.07], [-0.34, 0.86, 0.65], [0.29, -1.74, 0.07], [-0.16, 2.04, -0.09], [1.17, -1.82, -0.71], [-2.06, 0.12, 1.23], [-0.61, -0.25, -0.91], [1.19, -0.48, 1.50], [0.67, 0.21, -1.42], [-0.95, 0.29, 0.54], [0.02, 1.11, -0.26], [-0.86, -0.16, -0.50], [0.24, -1.02, 0.33], [0.30, -0.26, 0.43], [-0.25, -0.14, -0.06], [0.83, 0.79, 0.03], [-0.19, -0.56, -0.19], [0.35, 1.10, -0.44], [-0.82, -0.26, 0.01], [0.89, 0.44, -0.12], [-0.13, 0.49, 0.26], [0.41, -0.08, -0.19], [0.14, -0.49, -0.01], [-0.33, 0.17, -0.28], [0.17, -0.34, 0.11], [1.55, 1.59, -0.99], [-1.27, -1.51, 0.73], [0.78, -0.46, 0.12], [0.44, 0.34, 0.23], [-1.95, -0.23, -1.67], [0.06, -0.58, 0.46], [0.07, 2.23, -0.66], [0.29, -0.58, 2.22], [0.99, 0.56, -2.05], [-0.46, 0.50, -0.22], [-0.27, -0.52, 0.21], [-0.36, -0.35, 0.49], [-0.43, 0.56, -0.11], [0.14, 0.09, 0.01], [-0.02, -0.09, -0.04], [0.12, -0.02, 0.23], [0.57, -0.17, 0.06], [0.26, -0.74, 1.06], [0.20, -0.95, -0.42], [0.04, 0.34, -0.73], [0.04, 0.07, 0.63], [-0.23, 0.11, 0.28], [-0.12, -0.88, 0.23], [-0.39, 0.75, 0.03], [-0.65, -0.83, 0.46], [0.91, -0.12, 0.89], [0.82, 1.89, 0.83], [1.21, -0.04, -1.09], [-1.29, 0.43, -1.23], [-0.57, 1.06, 0.91], [0.34, -1.18, 1.22], [0.51, -0.46, -1.92], [-0.56, -0.29, -0.19], [-0.38, -0.21, -0.35], [0.17, 0.20, -0.24], [0.51, 0.00, 0.27], [-0.12, -0.05, -0.25], [0.00, -0.86, 0.54], [-0.52, -0.16, -0.01], [-0.13, 0.24, -0.09], [-0.05, 0.15, -0.47], [0.59, -0.01, 0.44], [-0.64, 0.30, -0.19], [1.18, 0.63, -0.98], [-0.85, -0.69, 0.65], [0.34, 0.29, -0.01], [-0.57, 0.43, 0.50], [-0.33, -0.78, 0.20], [-0.20, 0.66, 0.30], [1.20, -0.95, 1.04], [-1.64, 0.86, 0.32], [0.86, -1.55, -0.16], [-0.26, -0.04, -0.26], [0.48, 0.46, -0.20], [0.03, -0.40, -0.31], [0.50, 0.28, 0.18], [-0.19, 0.03, 0.00], [-0.20, 0.03, 0.07], [0.08, -0.07, -0.54], [-0.43, -0.55, 0.30], [-0.37, 0.49, 0.18], [0.51, -0.08, 0.52], [0.27, -0.01, -0.60], [0.21, 0.17, -0.12], [-0.28, -0.12, -0.21]]}

Entry 2:
{"formula": "C4H8NO4", "method": "wB97M-V/def2-TZVPD", "homo_lumo_gap_ev": [7.884, 7.884], "multiplicity": 1, "max_force_ha_per_bohr": 0.0524, "total_charge": -1, "relative_energy_kcal_mol": 184.3, "total_energy_ha": -512.7642, "species": ["C", "C", "C", "C", "N", "O", "O", "O", "O", "H", "H", "H", "H", "H", "H", "H", "H"], "xyz": [[-0.378, 0.351, -0.794], [1.360, -1.292, -0.064], [-0.689, 1.728, -0.333], [-0.092, -0.765, 0.167], [-2.930, -0.192, -0.418], [-3.475, -1.248, -0.823], [-3.319, 0.286, 0.712], [-1.171, 1.978, 0.963], [-0.231, -0.628, 1.575], [1.453, -1.797, -1.082], [2.006, -0.402, -0.043], [1.695, -1.984, 0.788], [-1.339, 2.147, -1.070], [0.177, 2.475, -0.470], [-0.663, -1.565, -0.233], [-2.031, 1.626, 1.039], [-0.641, 0.276, 1.663]], "atomic_forces_ev_per_a": [[0.76, -0.04, 0.47], [0.61, -0.14, -0.40], [1.11, 0.48, -0.20], [1.11, 0.29, -0.42], [-0.62, -0.98, 0.86], [0.67, 1.77, 0.77], [0.24, -0.58, -1.57], [2.16, 1.12, 0.86], [-0.76, 1.59, -0.08], [-0.06, 0.64, 1.40], [0.25, -0.43, -0.06], [-0.77, 0.91, -1.27], [-1.01, 0.18, -0.59], [-0.40, -1.62, 0.10], [-1.29, -0.88, -0.03], [-2.41, -1.20, -0.11], [0.41, -1.10, 0.29]]}

Entry 3:
{"formula": "C4H2ClO2", "method": "wB97M-V/def2-TZVPD", "homo_lumo_gap_ev": [4.000, 6.396], "multiplicity": 3, "max_force_ha_per_bohr": 0.1026, "total_charge": -1, "s_squared": 2.02, "relative_energy_kcal_mol": 9.3, "total_energy_ha": -764.1757, "species": ["C", "C", "C", "C", "O", "O", "Cl", "H", "H"], "xyz": [[-0.141, 1.052, 0.753], [-1.043, 0.172, 0.169], [1.115, 0.188, 0.094], [0.054, -0.753, -0.433], [-2.265, 0.029, 0.117], [2.323, 0.258, 0.042], [0.049, -1.018, -2.221], [-0.179, 1.831, 1.485], [0.087, -1.760, -0.005]], "atomic_forces_ev_per_a": [[2.64, 0.70, 0.13], [-1.20, -1.90, -1.04], [-5.23, -0.68, -0.10], [1.58, 0.98, 2.17], [0.29, 0.47, 0.28], [2.97, 0.50, 0.25], [-0.35, -0.29, -1.75], [-0.45, 0.42, 0.28], [-0.25, -0.21, -0.22]]}

Entry 4:
{"formula": "C4H12N3", "method": "wB97M-V/def2-TZVPD", "homo_lumo_gap_ev": [7.620, 8.930], "multiplicity": 3, "max_force_ha_per_bohr": 0.0698, "total_charge": 1, "s_squared": 2.02, "relative_energy_kcal_mol": 17.2, "total_energy_ha": -323.4632, "species": ["C", "C", "C", "C", "N", "N", "N", "H", "H", "H", "H", "H", "H", "H", "H", "H", "H", "H", "H"], "xyz": [[-0.402, 2.192, 0.913], [-1.866, -0.128, -1.434], [1.125, -1.484, 1.385], [0.204, 0.218, -0.200], [-0.289, 0.930, 0.840], [1.258, 0.612, -0.986], [0.278, -1.238, 0.192], [-0.818, 2.597, 1.821], [-0.131, 2.895, 0.124], [-1.460, -0.559, -2.329], [-2.417, -0.774, -0.778], [-2.222, 0.881, -1.512], [1.102, -2.539, 1.643], [2.147, -1.177, 1.181], [0.733, -0.893, 2.212], [1.426, 1.608, -0.989], [1.389, 0.181, -1.889], [0.624, -1.788, -0.601], [-0.681, -1.535, 0.407]], "atomic_forces_ev_per_a": [[-0.12, 1.52, -0.17], [-1.61, -0.23, -1.16], [0.46, 0.01, 0.71], [1.73, 1.03, 2.97], [0.25, -2.70, -1.21], [-0.52, -0.06, -0.06], [-0.34, 0.42, -0.57], [-0.03, 0.16, 0.10], [0.06, -0.05, -0.07], [0.28, -0.18, -0.23], [-0.06, -0.19, 0.32], [0.10, 0.36, 0.13], [-0.06, -0.05, -0.11], [-0.05, 0.02, -0.16], [-0.05, -0.07, -0.19], [0.06, -0.02, -0.06], [-0.02, 0.00, -0.18], [-0.22, 0.01, 0.15], [0.14, 0.02, -0.21]]}